No. 1
{"formula": "C9H25N3Si", "method": "ωB97M-V/def2-TZVPD", "mol_weight_g_mol": 203.4, "total_energy_ev": -22082.5636, "homo_energy_ev": [-8.26, -6.02], "orbital_gap_ev": [8.78, 6.37], "e_above_lowest_kcal_mol": 0.00, "symbols": ["C", "C", "C", "C", "C", "C", "C", "C", "C", "N", "N", "N", "Si", "H", "H", "H", "H", "H", "H", "H", "H", "H", "H", "H", "H", "H", "H", "H", "H", "H", "H", "H", "H", "H", "H", "H", "H", "H"], "coordinates": [[-2.534, 2.018, 0.553], [0.180, 3.767, -2.026], [0.169, -2.433, -2.471], [-1.701, -2.222, 1.884], [2.631, -0.179, 1.211], [1.748, -2.195, 2.179], [-1.071, 2.260, 0.848], [-0.346, 2.406, -1.577], [0.972, -1.499, -1.568], [-0.972, -2.185, 0.558], [1.574, -1.104, 1.254], [-0.005, 2.083, -0.222], [0.274, -1.109, 0.079], [-2.830, 0.958, 0.165], [-3.139, 2.136, 1.461], [-2.987, 2.745, -0.202], [-0.101, 3.852, -3.054], [-0.231, 4.554, -1.383], [1.236, 3.868, -1.950], [0.654, -2.622, -3.400], [0.044, -3.364, -2.020], [-0.830, -1.917, -2.744], [-1.548, -3.201, 2.229], [-1.154, -1.396, 2.506], [-2.668, -1.804, 1.910], [2.457, 0.545, 0.321], [2.902, 0.468, 2.018], [3.581, -0.659, 0.936], [0.977, -2.849, 2.012], [2.640, -2.799, 2.023], [1.673, -1.773, 3.222], [-0.938, 3.300, 1.345], [-0.801, 1.371, 1.527], [-1.417, 2.570, -1.833], [-0.109, 1.537, -2.215], [1.066, -0.464, -2.054], [1.980, -1.866, -1.460], [-1.372, -2.796, -0.061]], "nbo_charge": [-0.6437, -0.6000, -0.5954, -0.4017, -0.4062, -0.3965, -0.2823, -0.2780, -0.9629, -1.1042, -0.8782, -0.3743, 1.7413, 0.2075, 0.2161, 0.2010, 0.2057, 0.2024, 0.2020, 0.2100, 0.1963, 0.2014, 0.1989, 0.1982, 0.1975, 0.2153, 0.1883, 0.1664, 0.1967, 0.1797, 0.1777, 0.1981, 0.2050, 0.1564, 0.1950, 0.2428, 0.2384, 0.3853]}

=====

No. 2
{"formula": "C9H25N4", "method": "ωB97M-V/def2-TZVPD", "mol_weight_g_mol": 189.3, "total_energy_ev": -15685.5627, "homo_energy_ev": [-10.56, -10.83], "total_charge": 1, "orbital_gap_ev": [5.29, 6.15], "e_above_lowest_kcal_mol": 96.31, "symbols": ["C", "C", "C", "C", "C", "C", "C", "C", "C", "N", "N", "N", "N", "H", "H", "H", "H", "H", "H", "H", "H", "H", "H", "H", "H", "H", "H", "H", "H", "H", "H", "H", "H", "H", "H", "H", "H", "H"], "coordinates": [[-2.926, -1.659, -0.478], [1.291, -0.140, -0.024], [0.339, 1.332, 1.744], [-3.897, 0.001, -3.170], [-2.382, 1.675, -2.350], [3.738, 0.155, 3.519], [4.649, -0.763, 1.327], [-1.562, -0.983, -0.334], [-1.100, -0.264, 0.724], [0.161, 0.176, 0.902], [-2.513, 0.363, -2.890], [-1.422, -0.252, -2.801], [3.968, 0.342, 2.103], [-3.226, -2.103, -1.449], [-2.853, -2.613, 0.276], [-3.618, -0.907, -0.146], [1.513, -1.124, -0.052], [0.944, 0.042, -1.025], [2.070, 0.451, 0.522], [0.467, 2.216, 1.236], [-0.444, 1.323, 2.506], [1.165, 1.107, 2.349], [-4.160, -1.011, -3.232], [-4.596, 0.450, -2.578], [-4.192, 0.347, -4.294], [-3.180, 2.355, -2.333], [-1.833, 1.687, -1.303], [-1.615, 2.293, -2.850], [4.726, -0.205, 4.052], [3.225, 0.967, 3.931], [2.868, -0.708, 3.644], [5.650, -0.572, 1.084], [4.684, -1.750, 1.968], [4.155, -0.805, 0.345], [-1.568, -1.143, -3.270], [-1.042, -1.417, -1.109], [-1.802, -0.147, 1.433], [4.317, 1.285, 2.023]], "nbo_charge": [-0.6565, -0.4298, -0.4073, -0.4617, -0.4913, -0.4036, -0.4190, -0.3130, 0.0700, -0.3413, -0.0081, -0.1864, -0.6795, 0.2084, 0.2454, 0.2109, 0.2070, 0.1986, 0.2555, 0.1956, 0.2124, 0.2168, 0.2456, 0.2457, 0.2559, 0.2420, 0.2639, 0.2595, 0.1831, 0.2024, 0.1677, 0.1953, 0.2112, 0.1899, 0.3521, 0.1981, 0.1973, 0.3672]}

=====

No. 3
{"formula": "C9H26AgN4O3", "method": "ωB97M-V/def2-TZVPD", "mol_weight_g_mol": 346.2, "total_energy_ev": -25851.6373, "homo_energy_ev": -12.08, "total_charge": 1, "orbital_gap_ev": 9.81, "e_above_lowest_kcal_mol": 0.00, "symbols": ["Ag", "C", "C", "C", "O", "C", "N", "H", "H", "H", "H", "H", "H", "H", "H", "H", "H", "H", "C", "C", "C", "O", "C", "N", "H", "H", "H", "H", "H", "H", "H", "H", "H", "H", "H", "C", "O", "N", "N", "H", "H", "H", "H"], "coordinates": [[0.447, -0.469, -0.902], [-0.398, 4.292, -1.068], [-0.689, 2.975, -0.329], [-2.165, 2.823, -0.093], [-2.414, 1.835, 0.867], [-3.792, 1.681, 1.148], [-0.169, 1.824, -1.116], [0.601, 4.643, -0.806], [-1.117, 5.066, -0.806], [-0.412, 4.147, -2.149], [-0.198, 2.972, 0.646], [-2.596, 2.480, -1.057], [-2.657, 3.775, 0.130], [-4.206, 0.903, 0.494], [-4.332, 2.615, 0.999], [-3.888, 1.304, 2.165], [-0.627, 1.930, -2.025], [0.790, 2.048, -1.391], [4.044, -2.999, -0.317], [3.050, -2.048, 0.371], [3.376, -0.642, -0.035], [2.355, 0.307, 0.263], [2.372, 0.717, 1.628], [1.665, -2.438, -0.067], [5.069, -2.650, -0.172], [3.885, -2.956, -1.398], [3.932, -4.009, 0.067], [3.204, -2.218, 1.439], [3.493, -0.545, -1.121], [4.352, -0.315, 0.341], [1.712, 1.571, 1.764], [3.397, 0.898, 1.948], [1.951, -0.054, 2.290], [1.094, -2.561, 0.762], [1.777, -3.341, -0.510], [-2.490, -2.622, -0.378], [-1.590, -1.820, -0.619], [-2.468, -3.906, -0.814], [-3.590, -2.259, 0.330], [-3.190, -4.534, -0.512], [-1.654, -4.172, -1.332], [-4.285, -2.911, 0.650], [-3.638, -1.335, 0.714]], "nbo_charge": [0.8627, -0.6286, -0.0715, -0.0605, -0.5393, -0.2491, -0.8783, 0.2244, 0.2271, 0.2082, 0.2028, 0.1561, 0.1825, 0.1590, 0.1836, 0.1961, 0.3681, 0.3749, -0.6212, -0.0965, -0.0853, -0.5817, -0.2568, -0.8830, 0.2301, 0.2114, 0.2248, 0.1995, 0.1963, 0.1968, 0.2026, 0.1880, 0.1710, 0.3862, 0.3846, 0.7911, -0.7454, -0.8257, -0.8283, 0.4020, 0.4141, 0.3963, 0.4112]}

=====

Repeat the third record exactly.
{"formula": "C9H26AgN4O3", "method": "ωB97M-V/def2-TZVPD", "mol_weight_g_mol": 346.2, "total_energy_ev": -25851.6373, "homo_energy_ev": -12.08, "total_charge": 1, "orbital_gap_ev": 9.81, "e_above_lowest_kcal_mol": 0.00, "symbols": ["Ag", "C", "C", "C", "O", "C", "N", "H", "H", "H", "H", "H", "H", "H", "H", "H", "H", "H", "C", "C", "C", "O", "C", "N", "H", "H", "H", "H", "H", "H", "H", "H", "H", "H", "H", "C", "O", "N", "N", "H", "H", "H", "H"], "coordinates": [[0.447, -0.469, -0.902], [-0.398, 4.292, -1.068], [-0.689, 2.975, -0.329], [-2.165, 2.823, -0.093], [-2.414, 1.835, 0.867], [-3.792, 1.681, 1.148], [-0.169, 1.824, -1.116], [0.601, 4.643, -0.806], [-1.117, 5.066, -0.806], [-0.412, 4.147, -2.149], [-0.198, 2.972, 0.646], [-2.596, 2.480, -1.057], [-2.657, 3.775, 0.130], [-4.206, 0.903, 0.494], [-4.332, 2.615, 0.999], [-3.888, 1.304, 2.165], [-0.627, 1.930, -2.025], [0.790, 2.048, -1.391], [4.044, -2.999, -0.317], [3.050, -2.048, 0.371], [3.376, -0.642, -0.035], [2.355, 0.307, 0.263], [2.372, 0.717, 1.628], [1.665, -2.438, -0.067], [5.069, -2.650, -0.172], [3.885, -2.956, -1.398], [3.932, -4.009, 0.067], [3.204, -2.218, 1.439], [3.493, -0.545, -1.121], [4.352, -0.315, 0.341], [1.712, 1.571, 1.764], [3.397, 0.898, 1.948], [1.951, -0.054, 2.290], [1.094, -2.561, 0.762], [1.777, -3.341, -0.510], [-2.490, -2.622, -0.378], [-1.590, -1.820, -0.619], [-2.468, -3.906, -0.814], [-3.590, -2.259, 0.330], [-3.190, -4.534, -0.512], [-1.654, -4.172, -1.332], [-4.285, -2.911, 0.650], [-3.638, -1.335, 0.714]], "nbo_charge": [0.8627, -0.6286, -0.0715, -0.0605, -0.5393, -0.2491, -0.8783, 0.2244, 0.2271, 0.2082, 0.2028, 0.1561, 0.1825, 0.1590, 0.1836, 0.1961, 0.3681, 0.3749, -0.6212, -0.0965, -0.0853, -0.5817, -0.2568, -0.8830, 0.2301, 0.2114, 0.2248, 0.1995, 0.1963, 0.1968, 0.2026, 0.1880, 0.1710, 0.3862, 0.3846, 0.7911, -0.7454, -0.8257, -0.8283, 0.4020, 0.4141, 0.3963, 0.4112]}